{
  "formula": "C3H2N2O3",
  "method": "ωB97M-V/def2-TZVPD",
  "elements": ["C", "C", "C", "H", "H", "N", "N", "O", "O", "O"],
  "coordinates": [[-0.560, -0.332, 1.384], [0.164, 0.250, 0.210], [1.486, 0.591, -1.192], [-2.655, -1.111, 1.191], [2.409, 0.762, -1.923], [1.472, 0.295, 0.134], [0.377, 0.520, -1.953], [-1.637, -1.079, 0.560], [-0.439, -0.201, 2.638], [-0.617, 0.304, -1.050]],
  "mulliken_charge": [0.458, 0.518, -0.013, 0.384, 0.326, -0.375, -0.222, -0.532, -0.490, -0.054],
  "de_lowest_kj_mol": 524.8,
  "gap_ev": 9.766,
  "e_lumo_ha": -0.043
}

---

{
  "formula": "C3H2N2O3",
  "method": "ωB97M-V/def2-TZVPD",
  "elements": ["O", "N", "O", "C", "C", "C", "N", "O", "H", "H"],
  "coordinates": [[-2.117, 1.077, -0.120], [-1.467, -0.004, -0.118], [-1.875, -1.157, 0.161], [-0.012, 0.207, 0.050], [0.916, 1.153, 0.141], [2.252, 0.520, 0.008], [1.963, -0.843, -0.084], [0.668, -0.964, -0.036], [0.742, 2.252, 0.363], [3.440, 0.750, -0.185]],
  "mulliken_charge": [-0.485, 0.802, -0.442, 0.362, -0.418, -0.148, -0.244, -0.059, 0.329, 0.302],
  "de_lowest_kj_mol": 717.0,
  "smiles": "O=[N+]([O-])c1ccno1",
  "gap_ev": 9.508,
  "e_lumo_ha": -0.055
}

---

{
  "formula": "C3H2N2O3",
  "method": "ωB97M-V/def2-TZVPD",
  "elements": ["N", "C", "C", "N", "O", "O", "C", "O", "H", "H"],
  "coordinates": [[3.131, 0.270, -0.040], [1.986, -0.419, -0.476], [0.621, -0.543, -0.208], [-0.195, -1.464, -0.487], [-1.471, -1.566, 0.126], [0.285, 0.516, 0.567], [-0.592, 1.505, 0.302], [-1.101, 1.997, -0.835], [-1.891, -2.354, -0.152], [-0.773, 2.058, 1.205]],
  "mulliken_charge": [-0.293, 0.078, 0.697, -0.342, -0.324, -0.213, 0.187, -0.507, 0.361, 0.357],
  "de_lowest_kj_mol": 772.1,
  "smiles": "N#C/C(=N/O)OC=O",
  "gap_ev": 9.458,
  "e_lumo_ha": -0.049
}

---

{
  "formula": "C3H2N2O3",
  "method": "ωB97M-V/def2-TZVPD",
  "elements": ["O", "C", "N", "C", "N", "O", "C", "O", "H", "H"],
  "coordinates": [[-0.560, -1.729, 1.452], [-0.372, -0.621, 1.013], [-0.089, 0.628, 1.637], [0.410, 1.245, 0.658], [0.580, 0.577, -0.662], [0.617, 1.466, -1.653], [-0.268, -0.479, -0.520], [-0.614, -1.348, -1.322], [0.979, 2.181, 0.554], [1.429, 1.396, -2.100]],
  "mulliken_charge": [-0.432, 0.507, -0.471, 0.008, 0.133, -0.374, 0.423, -0.521, 0.364, 0.362],
  "de_lowest_kj_mol": 387.7,
  "smiles": "O=C1N=CN(O)C1=O",
  "gap_ev": 9.252,
  "e_lumo_ha": -0.036
}